11
Properties=species:S:1:pos:R:3 method="wB97M-V/def2-TZVPD" smiles=N#C[C@@H]1C[C@@H]1O gap_ev=11.39 total_energy_ha=-285.3646 homo_energy_ev=-10.6006
N -2.3502 1.4103 0.4218
C -1.3711 0.8141 0.5889
C -0.2253 -0.0417 0.7688
C 1.1642 0.2965 0.2671
C 0.3477 -0.6962 -0.4773
O -0.0963 -0.2503 -1.7133
H -0.2748 -0.6471 1.6692
H 1.9887 -0.0317 0.8922
H 1.3080 1.2390 -0.2505
H 0.5671 -1.7615 -0.4045
H -1.0579 -0.3311 -1.7624